Density functional theory data (wB97M-V/def2-TZVPD) for C34H29Cl2IrN6O11SSe as an isolated structure.

Output
Frontier orbital gap (spin up / spin down): 6.76 / 4.29 eV
Energy above the lowest of the compared OMol25 structures with the same formula, charge and spin: 0.000 eV
Calculated total energy: -6293.18528 Ha

ORCA input file:
```
! RIJCOSX wB97M-V def2-TZVPD def2/J DEFGRID3
* xyz 1 2
Ir -0.134 -0.961 -0.386
Se -1.005 1.994 -3.792
Cl -1.131 2.323 2.684
Cl -1.666 2.814 -0.170
S -0.902 -1.571 -2.927
O -0.262 -0.303 -2.433
O -1.219 -2.314 -1.662
O 2.744 0.883 4.961
O 1.882 1.372 -1.195
O 6.641 2.482 -0.566
O -2.102 -0.627 0.296
O -2.024 -1.359 -3.799
O 1.602 -1.694 -0.938
O 4.869 1.146 5.197
O 7.555 2.314 1.376
O 0.884 0.458 0.605
N -3.644 2.397 -2.877
N -0.006 -1.736 1.401
N 3.854 1.134 4.536
N 6.596 2.321 0.635
N -3.643 1.332 -4.774
N 1.059 -2.088 1.966
C -1.182 -1.669 2.195
C 4.200 1.813 0.376
C 2.872 1.203 2.285
C 3.857 -1.962 -0.509
C 3.233 -2.224 3.666
C 2.273 -2.059 1.358
C -6.146 1.046 -4.993
C -3.527 -1.315 3.622
C 5.288 1.955 1.217
C -4.964 1.464 -4.384
C 4.322 -2.247 4.503
C 5.627 -2.220 3.989
C -2.855 1.899 -3.851
C -2.283 -1.046 1.609
C 5.215 1.739 2.580
C 3.983 1.378 3.087
C 1.839 1.108 -0.013
C -7.318 2.042 -3.106
C 2.984 1.422 0.918
C 3.401 -2.176 2.269
C 5.814 -2.179 2.633
C -1.261 -2.111 3.506
C -7.315 1.347 -4.332
C -2.437 -1.934 4.215
C 0.347 -2.481 -3.791
C 4.711 -2.155 1.757
C -3.219 0.677 -6.004
C -6.153 2.457 -2.503
C -3.458 -0.864 2.309
C -4.969 2.150 -3.170
C 4.899 -2.077 0.344
C -3.263 -0.257 -0.457
C -2.052 3.259 1.510
C 2.516 -1.892 -0.032
H -3.608 -0.338 -6.014
H -4.311 -0.380 1.856
H -6.156 2.995 -1.565
H -3.592 1.240 -6.858
H -3.106 3.072 1.680
H 6.474 -2.224 4.662
H 4.002 -1.862 -1.576
H 6.813 -2.155 2.214
H 4.295 1.976 -0.687
H -6.146 0.515 -5.934
H 4.169 -2.268 5.575
H 1.159 -1.791 -4.009
H -3.654 0.694 -0.101
H 5.912 -2.084 -0.043
H -4.443 -1.176 4.180
H -0.087 -2.888 -4.699
H -4.008 -1.046 -0.369
H -3.266 2.854 -2.058
H -1.815 4.308 1.639
H -2.947 -0.167 -1.491
H -8.265 2.256 -2.631
H -2.502 -2.279 5.238
H 2.236 -2.218 4.081
H 6.080 1.843 3.216
H 1.936 0.884 2.717
H -0.399 -2.587 3.950
H -8.260 1.046 -4.763
H 0.701 -3.269 -3.132
H -2.135 0.641 -6.024
*
```

These are the Mulliken partial charges, in e, on atoms 1 to 4:
1. Ir 2.87
2. Se 0.25
3. Cl -0.07
4. Cl -0.14


Density functional theory data (wB97M-V/def2-TZVPD) for C34H29Cl5InO3PS2 as an isolated structure.

Output
Frontier orbital gap: 4.86 eV
Energy above the lowest of the compared OMol25 structures with the same formula, charge and spin: 0.000 eV
Calculated total energy: -5167.63114 Ha

ORCA input file:
```
! RIJCOSX wB97M-V def2-TZVPD def2/J DEFGRID3
* xyz -2 1
In 0.487 -1.275 -0.199
Cl 1.698 2.291 3.998
Cl 1.063 -2.802 2.408
Cl 2.376 -3.774 5.019
Cl 3.355 -1.746 7.127
Cl 2.955 1.304 6.642
S 0.435 -1.570 -2.795
S 2.203 -3.227 -0.463
P -0.680 1.270 0.105
O -1.384 -1.927 0.481
O -0.002 1.033 1.958
O 3.321 0.053 1.188
C 1.860 0.606 4.273
C -3.342 -2.554 -0.734
C -0.620 1.556 -4.067
C -2.756 3.864 2.574
C 2.430 0.175 5.462
C -2.385 0.776 -2.099
C -0.271 1.673 -2.732
C -2.742 0.660 -3.428
C 2.974 4.050 -0.158
C 2.505 -2.206 -4.455
C -2.849 -3.450 1.564
C 1.721 4.510 -0.541
C -2.959 2.975 -0.026
C 1.082 0.294 1.960
C -1.871 1.083 -4.419
C 2.215 0.620 1.118
C 0.770 2.360 -0.018
C -2.219 -2.989 0.229
C 3.125 2.757 0.295
C -1.490 -4.191 -0.392
C -3.794 4.326 1.784
C -1.922 2.478 0.763
C -1.840 2.959 2.070
C 4.005 -3.659 -2.456
C 0.632 3.664 -0.476
C 2.026 1.899 0.391
C 2.200 -2.097 4.715
C 2.683 -3.020 -2.120
C 2.614 -1.189 5.683
C -1.174 1.354 -1.721
C 1.634 -1.660 3.521
C 1.981 -2.345 -3.049
C -3.885 3.873 0.480
C 1.476 -0.289 3.264
H 0.099 1.810 -4.837
H 4.735 -2.913 -2.776
H -3.047 0.421 -1.316
H 3.538 -1.847 -4.459
H -0.350 4.004 -0.789
H -4.522 5.027 2.174
H -4.679 4.232 -0.165
H -0.664 -4.488 0.253
H -3.565 -4.255 1.406
H -3.349 -2.612 2.041
H 4.093 2.382 0.598
H -3.061 2.672 -1.055
H 3.830 4.714 -0.204
H 0.724 2.018 -2.480
H -2.169 -5.035 -0.519
H -2.058 -3.793 2.227
H -1.087 -3.900 -1.360
H 1.599 5.525 -0.896
H 3.896 -4.395 -3.257
H -1.044 2.622 2.708
H 2.477 -3.166 -4.977
H -3.906 -1.741 -0.282
H 4.393 -4.163 -1.576
H -4.022 -3.378 -0.963
H -2.649 4.213 3.594
H 1.883 -1.502 -5.002
H -2.881 -2.193 -1.651
H -2.160 1.026 -5.462
H -3.696 0.221 -3.698
*
```

These are the Mulliken partial charges, in e, on atoms 1 to 4:
1. In 0.85
2. Cl -0.21
3. Cl -0.09
4. Cl -0.24


Density functional theory data (wB97M-V/def2-TZVPD) for C34H29N8O2S2Ta as an isolated structure.

Output
Frontier orbital gap: 6.04 eV
Energy above the lowest of the compared OMol25 structures with the same formula, charge and spin: 0.000 eV
Calculated total energy: -2753.80559 Ha

ORCA input file:
```
! RIJCOSX wB97M-V def2-TZVPD def2/J DEFGRID3
* xyz 4 1
Ta -0.087 0.342 0.141
S 2.025 1.261 -1.143
S 2.665 2.320 3.587
O -4.088 0.521 1.040
O 0.553 -1.492 0.169
N -0.887 -0.234 2.199
N -0.592 -0.179 -2.010
N 4.627 1.358 -1.211
N 3.819 -0.157 0.356
N -2.064 0.129 0.004
N -0.520 4.540 0.784
N -0.505 2.485 -0.060
N 1.181 1.444 1.717
C 1.589 3.417 2.851
C -2.646 5.405 -2.112
C 5.093 -0.464 0.631
C -0.765 -0.987 4.462
C -0.192 -0.745 3.227
C -1.285 3.310 -0.911
C -2.922 0.279 1.129
C -1.311 4.594 -0.361
C -0.056 3.303 0.903
C 0.886 2.789 1.874
C 0.282 -5.103 -0.174
C 3.583 0.747 -0.579
C -1.721 -5.866 0.886
C -1.240 -3.519 0.914
C -2.199 -0.019 2.389
C 5.914 1.063 -0.952
C -2.104 -0.676 4.667
C 0.287 -0.529 -2.991
C -1.993 5.664 -0.927
C -0.041 -3.767 0.192
C 0.822 -2.724 -0.187
C 6.189 0.113 0.000
C -0.552 -6.138 0.176
C -2.845 -0.195 3.594
C -2.066 -4.558 1.253
C -1.915 3.080 -2.133
C -2.591 4.136 -2.710
C -0.099 -0.890 -4.257
C -1.907 -0.273 -2.323
C -1.452 -0.920 -4.578
C 2.048 -2.911 -1.006
C 2.111 1.086 2.580
C -2.363 -0.623 -3.584
C -2.849 0.024 -1.219
H -3.083 3.990 -3.663
H 2.514 0.090 2.642
H 1.786 -3.362 -1.966
H -3.428 -0.666 -3.767
H -0.163 -1.417 5.250
H 0.844 -1.000 3.049
H -2.378 -6.683 1.156
H -2.566 -0.835 5.632
H -3.904 0.017 3.660
H -3.588 -0.775 -1.112
H -0.308 -7.155 -0.097
H -1.783 -1.188 -5.572
H -2.983 -4.381 1.797
H 0.656 -1.146 -4.987
H -0.339 5.312 1.410
H 5.243 -1.217 1.396
H 4.420 2.057 -1.920
H -2.002 6.645 -0.474
H 2.540 -1.958 -1.165
H 2.736 -3.599 -0.510
H 6.661 1.602 -1.521
H 1.544 4.448 3.166
H -1.501 -2.505 1.183
H -3.418 0.942 -1.402
H -3.190 6.199 -2.604
H 7.204 -0.164 0.242
H 1.186 -5.317 -0.726
H 1.332 -0.513 -2.732
H -1.849 2.140 -2.655
*
```

These are the Mulliken partial charges, in e, on atoms 1 to 4:
1. Ta 0.83
2. S -0.50
3. S -0.07
4. O -0.52